{"formula": "C2H5NS", "method": "the ωB97M-V functional and the def2-TZVPD basis", "elements": ["C", "C", "N", "S", "H", "H", "H", "H", "H"], "coordinates": [[0.09, -0.56, 0.67], [0.64, 1.20, -0.60], [-0.99, -1.11, 0.17], [1.06, -1.00, 1.86], [-0.31, 1.69, -0.70], [1.34, 1.69, 0.05], [1.05, 0.73, -1.47], [-1.51, -0.68, -0.57], [-1.36, -1.96, 0.59]], "mulliken_charge": [0.19, -0.95, -0.31, -0.33, 0.33, 0.29, 0.33, 0.23, 0.22], "charge": 0, "e_lumo_ev": 0.7, "e_homo_ev": -7.900, "total_energy_ha": -532.06148}